Formula: C3H16O6
Source: the OMol25 dataset
Level of theory: the ωB97M-V functional and the def2-TZVPD basis

```
25
Properties=species:S:1:pos:R:3:forces:R:3
C -0.6759 0.5436 -2.5342 0.855 -2.643 -0.095
O 0.3043 0.1683 -1.5157 -0.047 0.556 -0.978
C -1.7901 1.1994 -1.8027 0.136 1.493 0.083
C -1.5758 2.1639 -0.9057 -1.109 -0.408 -1.026
H -1.1326 -0.4341 -2.8545 0.814 0.722 -0.138
H -0.1120 0.9679 -3.4432 -1.288 0.059 1.388
H 0.4253 1.0031 -1.0431 0.392 -0.371 0.405
H -2.7805 0.7881 -1.9437 -0.144 0.241 -0.191
H -2.4329 2.6382 -0.4663 -0.140 0.034 0.538
H -0.6097 2.5470 -0.6661 0.425 0.303 0.053
H -1.0632 -2.2716 0.7177 0.220 0.063 -0.178
H 0.1949 -2.5360 1.5582 -0.040 0.105 -0.217
O -0.7620 -2.4693 1.6082 -0.251 -0.181 0.345
H 0.0855 0.0513 4.1629 -0.289 -0.088 -0.284
H -0.9417 -0.7157 3.2935 0.063 -0.183 -0.114
O -0.2501 -0.0477 3.2597 0.384 0.278 0.392
H 0.4303 2.8830 1.5831 0.524 -0.263 0.283
H 1.8815 2.4059 1.0760 -0.326 -0.119 0.603
O 0.9758 2.6255 0.8356 -0.120 0.238 -0.903
H 0.6999 -4.2220 -1.4181 0.002 0.055 -0.086
H 0.9570 -3.0311 -2.3521 0.010 0.044 0.020
O 0.6039 -3.2665 -1.4893 -0.047 -0.080 0.174
H 2.5935 -0.4887 0.6935 -0.016 0.206 -0.266
H 2.3271 -0.5556 2.1590 -0.212 0.238 0.271
O 2.6475 0.0531 1.4873 0.203 -0.298 -0.081
```
Positions in Å, forces in eV/Å.

Calculated values
2S+1 ... 1
Orbital gap ... 9.90 eV
Electronic energy ... -15653.97552 eV
Charge ... 0
Lowest unoccupied orbital energy ... 0.50 eV
E_HOMO ... -9.394 eV

Atom charges from the natural (NBO) analysis, given in e for atoms 1 to 6: atom 1 (C): -0.13, atom 2 (O): -0.73, atom 3 (C): -0.21, atom 4 (C): -0.38, atom 5 (H): 0.17, atom 6 (H): 0.19